(1)
# C3H2N2S

One molecule with the formula C3H2N2S (ωB97M-V/def2-TZVPD, the OMol25 dataset).

The geometry in XYZ format:
```
8
C3H2N2S, DFT ωB97M-V/def2-TZVPD
H -0.72935 2.06896 0.19101
S -2.52032 -0.18741 -0.12164
N -0.01371 -1.31769 0.03283
N 1.04698 0.75357 -0.17882
C -0.18087 1.02899 0.07252
C 1.10538 -0.80336 -0.10943
C -0.88186 -0.29664 0.25042
H 2.17376 -1.24642 -0.13690
```

Its SMILES is S=C1C=NC=N1. The net charge is 0.


(2)
# C3H2N2S

One molecule with the formula C3H2N2S (ωB97M-V/def2-TZVPD, the OMol25 dataset).

The geometry in XYZ format:
```
8
C3H2N2S, DFT ωB97M-V/def2-TZVPD
C 0.29697 1.15470 0.04763
N 1.37694 -0.82471 -0.14392
N 1.48783 0.60205 -0.19078
H -0.39532 -2.10047 0.08732
C 0.09769 -1.12374 0.07642
S -2.31292 0.00855 -0.12835
C -0.72370 0.08633 0.09431
H 0.17251 2.19729 0.15738
```

Its SMILES is S=C1C=NN=C1. The net charge is 0.


Q: Which of them is the least stable? A: (2).


(1)
# H3N2O2P3S

H3N2O2P3S as an isolated structure (ωB97M-V/def2-TZVPD, the OMol25 dataset).

The geometry in XYZ format:
```
11
H3N2O2P3S, DFT ωB97M-V/def2-TZVPD
P 0.20300 -1.57243 -0.45978
P 1.05945 0.46710 -1.38565
H 1.30206 -1.97267 0.37022
N -0.79158 -0.94533 0.66457
O 1.78451 0.71135 -0.14473
O -0.74090 1.34348 1.80251
N -0.49561 1.04779 -1.00618
H -1.14771 1.60840 -1.55111
P -1.31505 0.57237 0.43019
S 0.77690 1.52311 2.29141
H -0.63506 -2.78316 -1.01145
```

The net charge is 0.


(2)
# H3N2O2P3S

One molecule with the formula H3N2O2P3S (ωB97M-V/def2-TZVPD, the OMol25 dataset).

The geometry in XYZ format:
```
11
H3N2O2P3S, DFT ωB97M-V/def2-TZVPD
O -2.21517 -1.03664 0.15613
H 2.26321 2.02276 -0.96513
P -0.66659 -1.72839 0.12004
P 1.99129 0.03625 0.02224
H -0.87668 -2.15510 1.46230
P -0.15039 1.22472 0.88637
N 1.57281 1.28070 -0.97105
H 1.96909 -1.10204 -0.85779
N 0.22607 -0.32094 0.46315
S -2.47200 0.35613 -0.66092
O -1.64164 1.42255 0.34468
```

Its SMILES is N=[P@@H]1N2POSOP21. The net charge is 0.


Q: Which of them is the least stable? A: (1).


(1)
# C3H4F2O2

One molecule with the formula C3H4F2O2 (ωB97M-V/def2-TZVPD, the OMol25 dataset).

The geometry in XYZ format:
```
11
C3H4F2O2, DFT ωB97M-V/def2-TZVPD
H -2.01788 -0.65357 1.13214
O 0.39480 -1.39676 0.69592
F -2.50948 -0.20214 -0.79929
O 2.05047 0.47428 -0.02120
H -0.42401 -1.05467 -1.16691
C 0.95506 0.57092 -0.52386
H 0.47113 1.41904 -1.23502
F -1.83824 1.21289 0.69651
C -1.68579 -0.11826 0.26028
H 1.33913 -1.17081 0.90638
C -0.18203 -0.50175 -0.18357
```

Its SMILES is O=C[C@@H](O)C(F)F. The net charge is 0.


(2)
# C3H4F2O2

One molecule with the formula C3H4F2O2 (ωB97M-V/def2-TZVPD, the OMol25 dataset).

The geometry in XYZ format:
```
11
C3H4F2O2, DFT ωB97M-V/def2-TZVPD
H 1.23141 1.14765 1.77562
C -0.08470 -0.50360 0.31490
C 0.83962 0.63530 -0.03473
F -0.81495 -0.52310 1.43972
H 1.68772 0.37175 -0.65068
O -0.51187 0.17433 -2.08739
H -1.30199 1.20799 -0.39985
H -1.14495 -0.56967 -2.10558
C -0.51429 0.51334 -0.71339
O 0.98242 1.65334 0.97401
F 0.18379 -1.77127 -0.00784
```

Its SMILES is O[C@@H]1[C@@H](O)C1(F)F. The net charge is 0.


Q: Which of them is the least stable? A: (2).